The following is a quantum chemistry calculation of a 8-piece molecular cluster, C28H64NO9S7 overall at a distorted geometry, from the Open Molecules 2025 dataset.

Last columns: bonded neighbours and bond lengths (Å).
Cartesian coordinates (Å):
1 C -1.397 1.178 4.654  C2 1.548, H18 1.094, H19 1.089, H20 1.090
2 C -2.375 -0.016 4.770  C1 1.548, C3 1.553, H21 1.087, H22 1.091
3 C -1.741 -1.297 4.163  C2 1.553, C4 1.547, H23 1.095, H24 1.094
4 C -2.548 -1.926 3.002  C3 1.547, C5 1.534, H25 1.097, H26 1.092
5 C -2.058 -1.553 1.596  C4 1.534, C6 1.559, H27 1.089, H28 1.097
6 C -1.161 -2.637 0.925  C5 1.559, C7 1.504, H29 1.088, H30 1.091
7 C 0.210 -2.504 1.529  C6 1.504, C8 1.390, N17 1.334
8 C 0.514 -3.227 2.676  C7 1.390, C9 1.390, H31 1.075
9 C 1.748 -3.082 3.299  C8 1.390, C10 1.509, C15 1.414
10 C 2.165 -3.771 4.576  C9 1.509, C11 1.538, H32 1.091, H33 1.086
11 C 1.920 -5.289 4.623  C10 1.538, C12 1.508, H34 1.087, H35 1.097
12 C 0.485 -5.752 4.645  C11 1.508, O13 1.200, O14 1.364
13 O 0.162 -6.801 4.160  C12 1.200
14 O -0.443 -4.946 5.235  C12 1.364, H36 0.966
15 C 2.662 -2.187 2.699  C9 1.414, C16 1.363, H37 1.081
16 C 2.326 -1.523 1.557  C15 1.363, N17 1.350, H38 1.081
17 N 1.113 -1.686 0.986  C7 1.334, C16 1.350, H39 1.024
18 H -1.447 1.563 3.631  C1 1.094
19 H -1.657 1.967 5.358  C1 1.089
20 H -0.365 0.868 4.821  C1 1.090
21 H -3.325 0.217 4.296  C2 1.087
22 H -2.489 -0.198 5.840  C2 1.091
23 H -1.622 -2.064 4.934  C3 1.095
24 H -0.720 -1.058 3.852  C3 1.094
25 H -2.563 -3.016 3.133  C4 1.097
26 H -3.588 -1.612 3.107  C4 1.092
27 H -2.879 -1.263 0.942  C5 1.089
28 H -1.439 -0.652 1.690  C5 1.097
29 H -1.569 -3.617 1.161  C6 1.088
30 H -1.122 -2.468 -0.152  C6 1.091
31 H -0.238 -3.876 3.086  C8 1.075
32 H 1.622 -3.290 5.390  C10 1.091
33 H 3.221 -3.563 4.722  C10 1.086
34 H 2.487 -5.809 3.855  C11 1.087
35 H 2.346 -5.631 5.575  C11 1.097
36 H -1.257 -5.070 4.731  O14 0.966
37 H 3.638 -1.993 3.120  C15 1.081
38 H 3.001 -0.841 1.059  C16 1.081
39 H 0.868 -1.178 0.131  N17 1.024
40 C 1.369 2.517 -1.068  S41 1.789, H44 1.089, H45 1.091, H46 1.090
41 S -0.204 1.675 -1.198  C40 1.789, O42 1.504, C43 1.790
42 O 0.082 0.200 -1.267  S41 1.504
43 C -0.584 2.206 -2.865  S41 1.790, H47 1.091, H48 1.090, H49 1.091
44 H 1.805 2.281 -0.098  C40 1.089
45 H 2.035 2.179 -1.863  C40 1.091
46 H 1.214 3.594 -1.136  C40 1.090
47 H 0.210 1.884 -3.540  C43 1.091
48 H -0.678 3.292 -2.876  C43 1.090
49 H -1.529 1.749 -3.162  C43 1.091
50 C -7.090 -0.062 -0.439  S51 1.796, H54 1.088, H55 1.090, H56 1.090
51 S -5.339 0.305 -0.282  C50 1.796, O52 1.490, C53 1.795
52 O -4.915 -0.136 1.076  S51 1.490
53 C -5.524 2.090 -0.224  S51 1.795, H57 1.090, H58 1.090, H59 1.088
54 H -7.207 -1.144 -0.450  C50 1.088
55 H -7.630 0.357 0.410  C50 1.090
56 H -7.464 0.355 -1.373  C50 1.090
57 H -6.167 2.365 0.612  C53 1.090
58 H -5.950 2.439 -1.164  C53 1.090
59 H -4.536 2.525 -0.088  C53 1.088
60 C -3.075 -2.697 -3.418  S61 1.798, H64 1.089, H65 1.091, H66 1.091
61 S -2.088 -1.198 -3.311  C60 1.798, O62 1.491, C63 1.796
62 O -2.899 -0.089 -3.889  S61 1.491
63 C -0.884 -1.688 -4.551  S61 1.796, H67 1.091, H68 1.091, H69 1.089
64 H -3.921 -2.589 -2.741  C60 1.089
65 H -3.434 -2.828 -4.440  C60 1.091
66 H -2.469 -3.551 -3.115  C60 1.091
67 H -1.387 -1.895 -5.497  C63 1.091
68 H -0.350 -2.575 -4.206  C63 1.091
69 H -0.178 -0.870 -4.681  C63 1.089
70 C 5.081 -4.182 7.747  S71 1.797, H74 1.089, H75 1.090, H76 1.089
71 S 3.627 -3.251 8.247  C70 1.797, O72 1.493, C73 1.795
72 O 3.138 -2.522 7.039  S71 1.493
73 C 4.503 -2.058 9.263  S71 1.795, H77 1.090, H78 1.090, H79 1.088
74 H 4.763 -4.967 7.064  C70 1.089
75 H 5.787 -3.520 7.244  C70 1.090
76 H 5.542 -4.632 8.626  C70 1.089
77 H 5.245 -1.537 8.659  C73 1.090
78 H 4.981 -2.574 10.095  C73 1.090
79 H 3.775 -1.346 9.646  C73 1.088
80 C 3.566 6.363 1.407  S81 1.798, H84 1.088, H85 1.090, H86 1.090
81 S 2.677 6.792 -0.095  C80 1.798, O82 1.490, C83 1.794
82 O 2.083 5.531 -0.622  S81 1.490
83 C 4.131 7.153 -1.082  S81 1.794, H87 1.091, H88 1.090, H89 1.089
84 H 2.837 6.063 2.157  C80 1.088
85 H 4.249 5.537 1.207  C80 1.090
86 H 4.116 7.234 1.762  C80 1.090
87 H 4.777 6.275 -1.117  C83 1.091
88 H 4.661 7.998 -0.643  C83 1.090
89 H 3.801 7.405 -2.089  C83 1.089
90 C -1.166 -2.563 -9.353  S91 1.798, H94 1.088, H95 1.090, H96 1.090
91 S -2.716 -1.883 -8.749  C90 1.798, O92 1.489, C93 1.796
92 O -2.905 -2.382 -7.359  S91 1.489
93 C -3.780 -2.863 -9.814  S91 1.796, H97 1.090, H98 1.090, H99 1.088
94 H -0.356 -2.111 -8.784  C90 1.088
95 H -1.158 -3.644 -9.209  C90 1.090
96 H -1.049 -2.319 -10.409  C90 1.090
97 H -3.599 -3.924 -9.638  C93 1.090
98 H -3.582 -2.610 -10.855  C93 1.090
99 H -4.812 -2.622 -9.570  C93 1.088
100 C 4.154 7.155 -5.913  S101 1.798, H104 1.088, H105 1.090, H106 1.090
101 S 2.595 7.822 -5.317  C100 1.798, O102 1.489, C103 1.796
102 O 2.415 7.333 -3.923  S101 1.489
103 C 1.542 6.813 -6.366  S101 1.796, H107 1.090, H108 1.090, H109 1.088
104 H 4.958 7.625 -5.351  C100 1.088
105 H 4.177 6.076 -5.755  C100 1.090
106 H 4.267 7.387 -6.972  C100 1.090
107 H 1.738 5.758 -6.176  C103 1.090
108 H 1.734 7.055 -7.411  C103 1.090
109 H 0.507 7.044 -6.122  C103 1.088

Summary:
- gap between HOMO and LUMO (eV) = 7.575
- molecular weight (g mol⁻¹) = 783.3
- LUMO energy (eV) = -2.61
- max |F| (hartree/bohr) = 0.0297
- total charge = +1
- E_HOMO (eV) = -10.190
- ΔE to the lowest compared entry with this formula, charge and spin (eV) = 0.230

Results of the Mulliken charge analysis, in e, for atoms 1 through 8:
1. C -1.193
2. C -0.439
3. C -0.133
4. C -1.134
5. C 0.374
6. C -1.091
7. C -0.224
8. C 0.190